Entry from the OMol25 dataset: 19 unconnected molecules or ions with the total composition C44H80Cl36F7NO6S3 at a distorted geometry (ωB97M-V with the def2-TZVPD basis set).

Last column: Löwdin charge in e.
Cartesian coordinates (Å):
C 7.23507 -1.23397 2.22472  -0.206
C 6.09457 -0.37176 1.38817  -0.237
C 5.27720 -1.37584 0.36573  -0.255
C 4.58990 -0.52587 -0.86993  -0.196
C 2.97533 -0.37485 -0.55278  -0.215
C 2.55148 1.22460 -0.60711  -0.198
C 0.98345 1.42827 -1.14818  -0.229
C 0.07589 2.29993 -0.09670  -0.086
C -1.49240 2.55026 -0.62170  -0.324
C -1.38029 3.41760 -2.02074  -0.120
C -0.54321 4.81941 -1.89701  -0.185
C -0.78931 5.66397 -0.51447  -0.158
C 0.30653 6.91479 -0.36639  -0.195
O 1.58321 6.34372 0.16287  -0.275
C 2.39405 7.39418 0.81455  -0.132
C -2.34280 1.23201 -1.12965  -0.098
C -3.22950 0.81707 0.23250  -0.263
C -2.13456 -0.11321 1.02039  -0.142
C -2.73921 -1.39179 1.84598  -0.258
C -4.08755 -1.13381 2.71398  -0.533
S -3.92180 -1.60218 4.54556  0.617
C -4.40020 -0.06831 -0.49435  -0.176
S -3.69637 -1.54058 -1.49573  0.778
O -4.35072 -2.85818 -1.00757  -0.446
O -4.00733 -1.39370 -3.01947  -0.435
C -3.62743 2.31982 0.87148  -0.259
C -3.42910 2.51490 2.52237  -0.083
C -4.77681 2.76018 3.38654  -0.190
N -5.52684 1.83388 4.07478  0.068
S -4.82141 3.42060 -0.04420  0.942
O -4.21100 4.87480 0.10991  -0.323
O -4.82524 3.21117 -1.60795  -0.316
C -6.58380 3.57255 0.45444  -0.219
F -6.84920 4.38349 1.70386  0.000
F -7.11733 4.54578 -0.59364  -0.019
C -7.57382 2.29393 0.26573  -0.101
F -7.23165 1.38048 -0.85565  0.031
F -8.91839 2.87023 -0.13280  0.027
C -7.90032 1.37450 1.56515  -0.143
F -6.91416 0.32090 1.88739  0.040
F -8.24536 2.08610 2.81411  0.050
F -9.16023 0.61433 1.20238  0.021
O -2.34484 3.02462 0.47103  -0.170
H 7.38553 -2.31560 1.75670  -0.015
H 6.82945 -1.32278 3.34114  0.054
H 8.24993 -0.64525 2.15753  -0.043
H 6.60884 0.49158 0.77505  0.104
H 5.30939 0.06480 2.14030  0.093
H 4.44824 -1.96659 0.96246  0.061
H 6.03736 -2.18900 -0.04597  0.006
H 5.06539 0.55049 -0.96279  0.105
H 4.81930 -1.10118 -1.87013  0.094
H 2.67914 -0.76583 0.52174  0.108
H 2.41773 -1.03744 -1.35674  0.083
H 2.75256 1.80425 0.38937  0.062
H 3.27020 1.71212 -1.42525  0.105
H 0.56621 0.31721 -1.26605  0.071
H 1.08227 1.88470 -2.22088  0.054
H 0.65241 3.30461 0.10804  0.119
H 0.10687 1.70446 0.93580  0.108
H -2.42228 3.68414 -2.50505  0.122
H -0.81508 2.75998 -2.84066  0.132
H 0.62392 4.69406 -2.04190  0.121
H -0.90146 5.50387 -2.80086  0.124
H -1.85215 6.17613 -0.45362  0.112
H -0.64888 5.01822 0.46610  0.115
H 0.49841 7.47305 -1.37762  0.135
H -0.11880 7.60167 0.48685  0.121
H 2.95915 8.06552 0.02033  0.102
H 1.76188 8.10578 1.50987  0.096
H 3.24495 6.92845 1.50112  0.086
H -1.59190 0.44616 -1.56203  0.060
H -2.97397 1.47338 -2.11500  0.140
H -1.30570 -0.59557 0.30536  0.131
H -1.47886 0.49766 1.81090  0.048
H -1.88813 -1.71999 2.61634  0.047
H -2.90300 -2.35079 1.15981  0.093
H -4.92908 -1.85740 2.27560  0.094
H -4.48610 -0.04878 2.56152  0.041
H -4.87337 -0.78802 5.23129  -0.120
H -4.85742 0.62529 -1.34169  0.112
H -5.19219 -0.54364 0.21706  0.100
H -2.30781 -1.67796 -1.31864  0.059
H -2.86146 1.63072 3.03264  0.055
H -2.74205 3.47583 2.70568  0.141
H -5.13345 3.89326 3.51192  0.123
H -6.34963 2.30379 4.54399  0.058
C -6.26183 -4.65733 -3.47585  -1.025
Cl -7.95570 -5.04825 -3.15512  0.489
Cl -5.89334 -4.79205 -5.19956  0.538
H -6.06493 -3.63342 -3.14900  -0.019
H -5.62535 -5.35065 -2.92069  0.035
C 8.12312 -3.02566 -2.41973  -0.997
Cl 8.51529 -1.49460 -1.62792  0.521
Cl 6.60873 -3.69338 -1.79854  0.532
H 8.02226 -2.85489 -3.49429  0.031
H 8.92944 -3.73926 -2.23366  -0.019
C -5.19693 -3.60726 -8.50530  -1.050
Cl -3.67782 -3.33708 -9.36798  0.492
Cl -6.22167 -4.76101 -9.36779  0.495
H -4.97590 -4.00211 -7.51068  -0.044
H -5.72883 -2.65702 -8.41518  0.033
C 7.17282 -7.69354 -1.16642  -1.014
Cl 5.66161 -7.74202 -0.25056  0.528
Cl 8.23854 -6.41634 -0.56799  0.486
H 7.68034 -8.65608 -1.06667  -0.079
H 6.94554 -7.50357 -2.21821  0.037
C 7.60048 -12.03481 -0.59474  -1.002
Cl 8.67900 -12.61381 0.68059  0.508
Cl 8.39774 -10.81667 -1.59754  0.560
H 7.30906 -12.87880 -1.22463  0.032
H 6.71256 -11.59269 -0.13635  0.027
C 10.83817 -3.58585 1.24127  -0.979
Cl 9.14430 -3.97676 1.56200  0.532
Cl 11.20666 -3.72056 -0.48245  0.515
H 11.03507 -2.56193 1.56812  0.033
H 11.47465 -4.27917 1.79643  0.031
C 3.75804 -5.23059 2.02362  -1.059
Cl 3.09570 -4.30863 0.66856  0.517
Cl 5.52088 -5.10855 2.07474  0.504
H 3.34705 -4.83700 2.95645  0.019
H 3.47718 -6.28054 1.91073  -0.031
C -8.69025 6.97242 -2.57765  -1.031
Cl -8.67768 8.58682 -1.85763  0.530
Cl -9.64541 6.94676 -4.06498  0.510
H -7.66370 6.67804 -2.80906  0.031
H -9.12411 6.26786 -1.86396  0.023
C -0.34795 -0.31544 4.72132  -0.985
Cl -0.60554 1.23254 3.90750  0.599
Cl 1.29024 -0.91723 4.43971  0.499
H -0.49814 -0.18206 5.79541  0.039
H -1.06568 -1.04376 4.33609  -0.036
C 4.70308 -8.94538 3.02996  -1.018
Cl 3.68271 -10.10048 2.16425  0.499
Cl 3.72359 -7.78784 3.93871  0.550
H 5.34630 -9.49019 3.72528  0.034
H 5.31726 -8.40207 2.30774  -0.037
C 8.85299 1.10111 4.88264  -0.978
Cl 7.15912 0.71020 5.20336  0.524
Cl 9.22148 0.96640 3.15892  0.563
H 9.04989 2.12503 5.20949  0.027
H 9.48947 0.40779 5.43780  0.031
C 0.98764 -1.08265 -4.47133  -1.002
Cl -0.52357 -1.13113 -3.55547  0.568
Cl 2.05335 0.19456 -3.87290  0.595
H 1.49516 -2.04518 -4.37158  0.038
H 0.76036 -0.89267 -5.52312  -0.074
C 5.11039 4.50950 2.67234  -1.028
Cl 4.02452 3.12982 2.46681  0.524
Cl 6.79112 3.98037 2.81492  0.502
H 5.01712 5.16794 1.80530  0.016
H 4.82979 5.05122 3.57887  0.029
C 2.83794 -0.79633 -8.30633  -0.996
Cl 3.23011 0.73473 -7.51452  0.510
Cl 1.32355 -1.46405 -7.68514  0.569
H 2.73708 -0.62557 -9.38089  0.031
H 3.64426 -1.50994 -8.12026  0.032
C -9.58961 -1.27649 -1.93113  -1.015
Cl -10.67548 -2.65617 -2.13667  0.508
Cl -7.90888 -1.80562 -1.78855  0.533
H -9.68287 -0.61805 -2.79817  0.034
H -9.87021 -0.73477 -1.02460  0.013
C -0.64244 -4.66175 1.98091  -0.993
Cl -2.15364 -4.71023 2.89677  0.540
Cl 0.42328 -3.38454 2.57934  0.489
H -0.13491 -5.62428 2.08066  0.030
H -0.86972 -4.47177 0.92912  0.033
C -3.79039 4.71484 6.43432  -1.030
Cl -2.49088 5.25920 5.36669  0.512
Cl -3.54248 3.03730 6.93384  0.501
H -3.81122 5.35105 7.32246  0.029
H -4.74245 4.79103 5.90350  0.014
C -5.29273 9.60459 -0.77772  -1.050
Cl -5.17251 11.28701 -0.24866  0.497
Cl -3.83417 9.10386 -1.64201  0.493
H -5.42447 8.96472 0.09819  0.030
H -6.15354 9.50137 -1.44282  -0.035

## Properties
* total charge: 0
* F_max: 10.7 eV Å⁻¹

---

Entry from the OMol25 dataset: a molecular structure, C28H63CaN11OPS at a distorted geometry (ωB97M-V with the def2-TZVPD basis set).

Last column: Löwdin charge in e.
Cartesian coordinates (Å):
Ca 1.10738 -0.43114 0.48997  1.238
C 0.97250 0.20765 -2.93517  -0.103
N 1.72249 -0.95722 -2.43411  -0.301
C 2.77677 -1.26765 -3.38987  -0.124
C 0.81605 -2.10093 -2.27227  -0.197
C 1.36122 -3.15277 -1.30494  -0.179
N 1.06588 -2.84481 0.10732  -0.365
C -0.30382 -3.26572 0.43532  -0.090
C 2.00906 -3.54652 0.98600  -0.087
H 0.48868 -0.01428 -3.89808  0.097
H 1.65757 1.04428 -3.09143  0.084
H 0.20782 0.49277 -2.21124  0.024
H 2.36661 -1.41124 -4.39786  0.099
H 3.31245 -2.17469 -3.10647  0.072
H 3.49690 -0.44807 -3.42746  0.074
H 0.61437 -2.57631 -3.24275  0.134
H -0.12857 -1.71418 -1.88239  0.071
H 2.44490 -3.21968 -1.42250  0.102
H 0.94010 -4.13280 -1.56433  0.130
H -0.45424 -4.33192 0.22325  0.100
H -1.02248 -2.67741 -0.13604  0.068
H -0.49768 -3.09048 1.49451  0.084
H 1.96112 -4.63386 0.84464  0.102
H 1.78097 -3.32421 2.02948  0.093
H 3.02569 -3.21385 0.78403  0.063
N -0.09321 -0.38871 5.69531  0.159
N 0.67242 0.06822 4.66437  -0.272
N 1.71864 0.83709 4.84879  0.148
C 2.17274 0.96998 3.60964  -0.170
N 1.40446 0.31364 2.73580  -0.094
N 0.44949 -0.26665 3.42834  0.074
H 0.07312 0.16776 6.52013  0.112
H -1.06605 -0.44010 5.42655  0.083
H 3.04988 1.53910 3.35748  0.115
C 7.63842 -2.81064 -0.93534  -0.096
C 6.23168 -2.29215 -1.22420  -0.307
C 5.67972 -1.49869 -0.04447  -0.323
S 4.08806 -0.72895 -0.52855  0.948
O 3.30387 -0.55306 0.74775  -0.692
C 4.66479 0.95499 -0.98425  -0.302
C 4.70026 1.93834 0.17942  -0.278
C 5.92310 1.81485 1.08624  -0.097
H 8.01409 -3.39546 -1.77348  0.079
H 7.64100 -3.44851 -0.05030  0.081
H 8.32678 -1.98260 -0.76128  0.080
H 5.56805 -3.13261 -1.44247  0.105
H 6.25293 -1.65804 -2.11649  0.107
H 6.38618 -0.73946 0.28459  0.079
H 5.43924 -2.14860 0.79830  0.101
H 3.93436 1.28230 -1.72829  0.077
H 5.63335 0.83883 -1.47356  0.102
H 3.78939 1.80210 0.76600  0.082
H 4.66743 2.94503 -0.23981  0.118
H 5.88532 0.90297 1.68216  0.068
H 5.97032 2.65801 1.77509  0.079
H 6.84381 1.81947 0.50021  0.082
N -0.72605 0.21213 -0.21706  -0.448
P -2.09438 0.80665 0.12197  0.547
N -2.89225 0.47305 1.60364  -0.213
C -2.68483 1.27956 2.79443  -0.222
C -3.86032 1.09172 3.75188  -0.178
C -4.04199 -0.38406 4.10827  -0.201
C -4.16393 -1.22266 2.83671  -0.177
C -2.97761 -0.95018 1.91692  -0.240
N -3.30439 0.27290 -0.94084  -0.196
C -4.69873 0.01658 -0.60788  -0.231
C -5.63978 0.54664 -1.69386  -0.165
C -5.11072 0.22609 -3.10655  -0.185
C -4.01124 -0.82983 -3.03869  -0.187
C -2.84263 -0.32589 -2.19811  -0.225
N -2.16824 2.49379 0.14407  -0.226
C -3.42393 3.20445 -0.04617  -0.206
C -3.61482 3.60838 -1.50821  -0.183
C -2.43462 4.46806 -1.96101  -0.197
C -1.11906 3.72191 -1.73293  -0.186
C -1.00960 3.26795 -0.27716  -0.230
H -2.58416 2.32414 2.50618  0.105
H -1.75524 0.98763 3.31089  0.086
H -4.76832 1.45178 3.26102  0.116
H -3.71420 1.69288 4.65298  0.110
H -4.92079 -0.51775 4.74113  0.111
H -3.17631 -0.73862 4.68342  0.090
H -5.08580 -0.95115 2.31679  0.109
H -4.21632 -2.28616 3.08120  0.114
H -3.07670 -1.51039 0.98401  0.100
H -2.05270 -1.29316 2.40927  0.094
H -4.92187 0.49458 0.34210  0.092
H -4.87749 -1.05983 -0.46859  0.113
H -5.75587 1.62553 -1.57737  0.094
H -6.62355 0.09710 -1.54208  0.111
H -4.69825 1.12803 -3.56670  0.102
H -5.92159 -0.12022 -3.74803  0.106
H -3.64887 -1.07357 -4.03858  0.113
H -4.41201 -1.75073 -2.60789  0.111
H -2.28643 0.42709 -2.77100  0.104
H -2.14440 -1.14913 -2.00477  0.080
H -3.40662 4.11095 0.57343  0.123
H -4.24655 2.57935 0.30409  0.099
H -4.55665 4.14812 -1.63336  0.115
H -3.65549 2.69829 -2.11242  0.088
H -2.42521 5.39840 -1.38303  0.113
H -2.53748 4.73645 -3.01410  0.109
H -0.26901 4.35983 -1.98925  0.109
H -1.08406 2.83317 -2.37303  0.101
H -0.91953 4.15002 0.37224  0.119
H -0.12479 2.64671 -0.13926  0.075

## Properties
* total charge: +1
* F_max: 1.6 eV Å⁻¹

---

Entry from the OMol25 dataset: 2 unconnected molecules or ions with the total composition C4H12S at a distorted geometry (ωB97M-V with the def2-TZVPD basis set).

Last column: natural (NBO) charge in e.
Cartesian coordinates (Å):
C 0.28070 -2.29970 -1.06027  -0.711
S -0.52120 -1.52997 -2.58618  0.104
C -2.29929 -1.24038 -2.01905  -0.686
H -0.35503 -2.64142 -0.27981  0.216
H 0.78253 -3.25809 -1.35935  0.224
H 0.92517 -1.59197 -0.67847  0.209
H -2.92579 -1.16983 -2.89457  0.230
H -2.34761 -0.56683 -1.23520  0.209
H -2.54956 -2.16907 -1.63955  0.205
C 0.90496 2.01488 0.97616  -0.597
C 1.33326 2.08147 2.44961  -0.602
H -0.12451 2.07889 1.03590  0.197
H 1.39684 2.81825 0.44102  0.203
H 1.06072 1.05718 0.57079  0.196
H 2.40195 2.15796 2.49060  0.196
H 0.97543 1.17332 2.92643  0.204
H 1.06145 3.08531 2.86194  0.203

## Properties
* total charge: 0
* F_max: 3.1 eV Å⁻¹

---

The evaluated frontier orbital gap for the records listed, in turn: 7.8 8.0 9.5 eV.
The evaluated energy relative to the best compared isomer or geometry (same formula, charge and spin) for the records listed, in turn: 1763.66 107.98 104.52 kJ/mol.